Formula: C10H7BrN2S2
Source: the Open Molecules 2025 dataset
Level of theory: ωB97M-V/def2-TZVPD

Output
Highest occupied orbital energy = -8.7 eV
Charge = 0
Relative energy (zero: lowest compared OMol25 entry of this formula, charge and spin) = 0.0 kcal/mol
F_max = 5.092 eV/A

Geometry as XYZ:
```
22
C10H7BrN2S2 (ωB97M-V/def2-TZVPD)
C -1.130 -1.952 1.860
C -0.083 -1.085 1.369
C -2.390 -1.829 1.338
C -0.378 -0.131 0.450
C -2.697 -0.899 0.314
C -1.646 0.059 -0.126
C 2.882 0.558 -1.270
C 2.301 0.475 -0.077
C 2.272 1.451 -2.260
C 0.918 1.021 0.089
N -3.846 -0.633 -0.220
N -2.173 0.990 -0.879
S -3.734 0.708 -1.097
S 0.560 1.648 -1.526
Br 0.832 2.291 1.581
H -0.815 -2.624 2.643
H 0.830 -1.141 1.788
H -3.040 -2.456 1.887
H 3.811 0.153 -1.340
H 2.577 0.000 0.886
H 2.690 2.486 -2.235
H 2.260 0.911 -3.177
```